The following is a quantum chemistry calculation of a molecular structure, C42H54F3N7OSZr, from OMol25.

XYZ file:
```
109
Properties=species:S:1:pos:R:3:forces:R:3
Zr -0.00594 0.01873 0.20634 -0.02 -0.13 -0.52
C -3.43491 2.44599 -1.69137 -0.02 -0.07 0.02
C -2.08873 1.86580 -1.42395 0.32 0.22 -0.26
N -1.91554 0.76699 -0.77056 -0.76 0.19 0.33
N -3.10189 0.09641 -0.47478 0.38 -0.04 -0.08
C -2.93027 -1.20206 -0.54984 -0.19 -0.16 0.04
N -4.03731 -1.96185 -0.52993 0.08 0.05 0.01
S -1.39647 -2.02447 -0.68063 0.07 0.36 -0.21
C -0.88054 2.43316 -2.09085 -0.19 -0.04 0.12
C -0.84948 3.70575 -2.64805 0.12 -0.04 -0.02
C 0.26057 4.07165 -3.39666 -0.06 -0.02 0.03
C 1.28606 3.15730 -3.57276 0.06 -0.09 0.02
C 1.18741 1.92328 -2.94661 -0.09 0.13 0.03
N 0.13697 1.57301 -2.21243 -0.13 -0.25 0.11
H -4.12507 1.65627 -1.98511 0.04 0.02 -0.01
H -3.84037 2.87607 -0.77289 -0.01 -0.02 0.02
H -3.40050 3.20960 -2.45966 -0.02 0.02 -0.03
H -4.94066 -1.51840 -0.50271 0.00 -0.01 0.00
H -3.97795 -2.96391 -0.52479 0.00 0.02 -0.01
H -1.66573 4.39708 -2.50575 -0.04 0.02 0.00
H 0.31474 5.05340 -3.84563 0.00 0.03 -0.02
H 2.15193 3.38780 -4.17669 0.01 0.04 -0.02
H 1.98079 1.19021 -3.03010 0.01 -0.02 -0.02
C 0.00621 -1.38563 2.27722 0.03 -0.13 0.05
C 0.96265 -0.36212 2.51898 0.23 -0.01 0.13
C 0.22644 0.86907 2.56644 -0.16 0.19 0.11
C -1.16178 0.52104 2.38483 0.18 0.23 0.19
C -1.30618 -0.86579 2.35937 -0.13 -0.08 -0.06
C -2.52402 -1.62215 2.87148 0.14 0.05 0.04
C -3.83143 -0.85139 2.67732 -0.04 0.01 -0.02
C -2.61316 -3.07288 2.40231 0.00 -0.04 -0.04
C -2.25027 -1.67413 4.39712 -0.06 -0.06 -0.02
C 0.49411 2.24811 3.19195 0.01 -0.16 0.05
C 1.93227 2.76348 3.14248 0.13 0.10 0.04
C -0.47874 3.30171 2.60909 -0.09 -0.02 -0.10
C 0.13104 2.10366 4.69038 0.00 0.10 -0.04
C 2.38308 -0.76060 2.97810 -0.16 0.03 -0.04
C 2.44157 -0.56140 4.50156 0.08 0.00 0.07
C 2.62352 -2.25490 2.72243 0.02 0.00 -0.02
C 3.54697 -0.02289 2.31926 0.07 0.10 -0.09
H 0.23005 -2.43822 2.21841 0.01 0.02 -0.04
H -1.98245 1.21678 2.47390 0.02 0.04 -0.04
H -3.97014 -0.48637 1.66474 -0.01 -0.03 -0.04
H -3.87762 0.01065 3.34432 0.03 0.03 0.02
H -4.67288 -1.49436 2.93489 -0.01 -0.01 0.02
H -2.71544 -3.17798 1.32808 -0.03 0.02 0.02
H -3.47114 -3.54382 2.88234 -0.01 -0.02 0.00
H -1.72951 -3.63701 2.70441 0.04 0.00 -0.01
H -2.14288 -0.67527 4.81885 0.01 0.06 0.00
H -1.34864 -2.24511 4.61833 0.05 -0.01 0.00
H -3.08825 -2.16324 4.89484 -0.03 -0.01 0.00
H 2.34497 2.86259 2.13952 -0.07 0.01 0.11
H 2.60908 2.13385 3.71767 -0.10 0.08 0.00
H 1.95428 3.75168 3.60395 0.02 0.02 0.00
H -0.79842 3.08754 1.58428 0.03 -0.02 0.14
H -0.02476 4.29229 2.62112 0.00 0.02 0.01
H -1.39369 3.36257 3.19743 -0.01 -0.01 0.04
H 0.77928 1.40090 5.20729 -0.01 0.00 -0.02
H -0.89948 1.77265 4.81298 -0.05 -0.03 -0.02
H 0.23044 3.07398 5.17925 0.00 0.03 0.01
H 1.56105 -0.97870 4.99055 -0.04 -0.03 0.00
H 2.53020 0.48347 4.79034 0.01 -0.05 -0.03
H 3.31887 -1.08024 4.89078 0.02 0.00 0.02
H 2.00771 -2.89539 3.35277 -0.04 0.02 0.04
H 3.66569 -2.48007 2.95085 0.02 -0.02 0.01
H 2.45133 -2.51975 1.67898 0.00 0.02 -0.06
H 3.40446 1.05385 2.25183 0.04 -0.21 -0.03
H 3.73673 -0.42098 1.32075 -0.01 -0.05 0.02
H 4.45154 -0.19963 2.90249 0.03 0.00 0.02
F 4.57492 5.88440 -0.12155 -0.02 -0.03 -0.02
C 4.61364 4.86618 -0.98416 0.02 0.01 0.03
F 4.34013 5.35098 -2.20664 -0.02 -0.02 0.01
F 5.85312 4.37453 -1.00436 -0.01 -0.01 0.01
C 3.59744 3.80647 -0.61495 0.00 0.03 0.01
C 2.29415 4.18086 -0.32471 -0.04 0.02 0.00
C 1.37506 3.19545 -0.03808 -0.05 -0.02 -0.04
N 1.67569 1.88832 -0.02856 -0.14 -0.21 -0.01
C 2.93129 1.54190 -0.31737 0.07 0.08 -0.13
C 3.92413 2.46563 -0.60586 0.00 -0.08 0.02
H 1.99186 5.21864 -0.31450 0.02 0.03 -0.02
H 0.35306 3.46405 0.18680 0.13 -0.01 -0.06
H 3.14937 0.48508 -0.34819 -0.03 0.05 -0.01
H 4.92669 2.12674 -0.82245 0.03 0.02 -0.01
C 3.27439 -3.75869 -4.25862 -0.17 0.06 0.06
N 2.34590 -2.80132 -3.66736 0.01 -0.04 0.05
N 2.48212 -2.35225 -2.38129 0.08 -0.12 -0.22
C 1.46304 -1.50302 -2.11564 0.38 0.04 0.60
O 1.41741 -0.93130 -0.94059 -0.01 -0.16 -0.09
C 0.66706 -1.41579 -3.25402 -0.06 0.02 -0.22
C 1.25178 -2.24180 -4.20153 0.00 -0.06 -0.02
C 0.81854 -2.55131 -5.59153 -0.03 0.08 0.03
C 3.59329 -2.72585 -1.55482 -0.14 0.16 -0.13
C 4.82298 -2.12683 -1.78353 0.06 0.02 0.12
C 5.90644 -2.50824 -1.00774 -0.01 -0.01 0.01
C 5.74600 -3.47415 -0.02107 -0.04 0.01 -0.03
C 4.50702 -4.06093 0.19302 -0.02 0.00 0.01
C 3.41530 -3.68838 -0.57902 0.08 -0.10 0.03
H 3.65704 -4.40781 -3.47569 0.02 -0.02 -0.04
H 4.09703 -3.24671 -4.75441 0.02 -0.02 0.00
H 2.71536 -4.35612 -4.97400 0.08 0.00 -0.02
H -0.23424 -0.84147 -3.37324 0.05 -0.04 0.05
H -0.02750 -1.92398 -5.85874 -0.01 0.00 0.00
H 0.50844 -3.59238 -5.68268 0.00 -0.03 0.01
H 1.62054 -2.36973 -6.30627 0.02 -0.01 -0.01
H 4.92913 -1.37802 -2.55775 -0.01 0.01 -0.04
H 6.87444 -2.05855 -1.17648 0.03 0.01 0.00
H 6.59371 -3.77659 0.57658 0.03 -0.01 0.03
H 4.38816 -4.81516 0.95791 0.01 -0.03 0.02
H 2.44629 -4.14968 -0.43901 -0.03 0.02 0.00
```
Forces are in eV/Å.

Net charge ... +2
Energy relative to the best compared isomer or geometry (same formula, charge and spin) ... 0.898 eV
E_HOMO ... -12.95 eV
Orbital gap ... 7.26 eV


The following is a quantum chemistry calculation of a molecular structure, C22H15Cl3FN2O2Ru, from OMol25.

XYZ file:
```
46
Properties=species:S:1:pos:R:3:forces:R:3
Ru 0.66627 -0.35697 -0.68531 -0.03 -0.30 -0.41
Cl 5.73351 4.59066 -0.62009 0.02 0.02 0.00
C 4.25552 3.69751 -0.79666 -0.10 0.00 0.00
C 4.28343 2.31701 -0.76201 -0.01 0.00 0.00
C 3.08181 1.65326 -0.89952 -0.25 -0.09 -0.07
Cl 3.04776 -0.11320 -0.86397 0.29 0.18 0.09
C 1.82728 2.26036 -1.07230 0.29 0.15 0.07
O 0.70713 1.60567 -1.16939 -0.03 -0.29 0.05
C 1.87449 3.67312 -1.09883 -0.07 -0.13 0.01
Cl 0.38160 4.52035 -1.27984 0.00 0.03 0.00
C 3.05386 4.37602 -0.96400 0.09 0.01 0.01
H 5.21007 1.77668 -0.63125 0.00 0.00 0.00
H 3.03676 5.45643 -0.98277 0.00 0.00 0.00
O -1.28792 -0.30985 -1.14121 0.11 -0.07 0.20
C -2.18537 -1.23397 -0.94836 -0.09 0.16 -0.03
C -3.54245 -0.83354 -0.94028 -0.04 0.06 -0.01
C -4.56149 -1.72609 -0.72477 0.05 0.00 0.00
C -4.28423 -3.08016 -0.49848 0.02 -0.01 -0.01
C -2.97593 -3.49526 -0.51794 -0.02 -0.03 0.00
C -1.91492 -2.60374 -0.75526 -0.08 -0.14 0.03
C -0.56184 -3.11193 -0.82182 0.16 -0.03 0.03
N 0.57281 -2.41688 -0.76243 -0.14 0.19 -0.12
C 1.61716 -3.31768 -0.80743 0.04 -0.04 0.02
C 1.11831 -4.56992 -0.90914 0.09 0.03 -0.01
N -0.24994 -4.42533 -0.91957 -0.06 0.00 0.01
H -3.73596 0.21859 -1.10398 -0.01 0.00 0.00
H -5.58587 -1.37586 -0.71695 -0.01 0.00 0.00
H -5.07974 -3.78546 -0.30390 -0.01 0.00 0.00
H -2.76468 -4.53986 -0.31758 0.00 0.00 0.00
H 2.64195 -2.99564 -0.75988 0.01 -0.01 -0.01
H 1.59902 -5.52795 -0.98016 0.00 -0.01 0.00
H -0.91768 -5.16665 -1.03075 -0.01 0.01 0.01
F -2.15173 3.95409 2.38376 0.00 0.00 0.00
C -1.40063 2.85339 2.18127 0.00 -0.03 0.01
C -0.02631 2.97871 2.16318 0.00 0.04 0.03
C 0.73395 1.84404 1.94377 0.06 -0.07 -0.03
C 0.13892 0.59800 1.72465 0.05 0.12 0.22
C 0.96265 -0.57687 1.32344 -0.32 0.36 0.20
C -1.25435 0.51606 1.79049 0.01 -0.07 0.04
C -2.03245 1.63638 2.01517 -0.01 0.01 0.01
H 0.42383 3.95077 2.31192 0.02 -0.01 0.00
H 1.81519 1.92581 1.91847 0.00 0.01 -0.02
H 0.57394 -1.51921 1.71052 -0.07 -0.01 -0.15
H 2.00502 -0.45845 1.62477 0.02 -0.06 -0.10
H -1.73696 -0.44328 1.64352 0.00 0.01 -0.03
H -3.11178 1.58089 2.05087 0.00 0.00 0.00
```
Forces are in eV/Å.

Net charge ... 0
Energy relative to the best compared isomer or geometry (same formula, charge and spin) ... 0.000 eV
E_HOMO (spin up / spin down) ... -7.74 / -7.71 eV
2S+1 ... 2
⟨S²⟩ ... 0.76
Orbital gap (spin up / spin down) ... 7.99 / 7.06 eV


The following is a quantum chemistry calculation of FH3P2S in the gas phase, from OMol25.

XYZ file:
```
7
Properties=species:S:1:pos:R:3:forces:R:3
F -0.13108 -0.67950 -1.86059 -0.17 0.34 1.11
P 0.70743 1.32795 0.10758 -0.19 -0.06 -0.26
P -0.50347 -0.45213 -0.28343 1.03 -2.90 -1.08
S -2.40814 -0.35559 -0.01766 0.90 0.01 0.20
H 1.81847 0.57224 0.52157 0.16 -0.08 0.05
H 0.16651 1.42154 1.39169 -0.07 0.07 0.37
H 0.35028 -1.83451 0.14085 -1.67 2.64 -0.40
```
Forces are in eV/Å.

SMILES string ... F[P@@H](P)=S
Net charge ... 0
Energy relative to the best compared isomer or geometry (same formula, charge and spin) ... 0.154 eV
E_HOMO ... -9.38 eV
Orbital gap ... 9.23 eV


The following is a quantum chemistry calculation of a molecular structure, C4H3NO, from OMol25.

XYZ file:
```
9
Properties=species:S:1:pos:R:3:forces:R:3
O -1.29582 1.01328 -0.44486 0.08 0.13 0.13
C -0.60670 -0.14414 -0.25866 0.22 0.01 -0.50
C 0.84757 -0.04146 -0.25226 0.39 0.02 -0.04
C 2.04200 0.07269 -0.30612 -0.34 -0.03 0.01
C -0.84880 -0.50435 1.52864 -0.34 -0.59 -0.04
N -1.36923 -1.39592 0.93652 0.27 0.50 0.41
H -0.93179 1.68705 0.15006 -0.12 -0.08 -0.09
H -0.94274 -0.86013 -1.00525 0.06 0.08 0.10
H 3.10551 0.17297 -0.34807 -0.21 -0.03 0.02
```
Forces are in eV/Å.

Net charge ... 0
Energy relative to the best compared isomer or geometry (same formula, charge and spin) ... 3.733 eV
E_HOMO ... -10.69 eV
Orbital gap ... 11.30 eV


The following is a quantum chemistry calculation of C3H3F3S in the gas phase, from OMol25.

XYZ file:
```
10
Properties=species:S:1:pos:R:3:forces:R:3
C 1.44614 0.50277 -1.98400 -1.62 1.44 -2.51
C 1.32478 1.56782 -3.03841 -0.10 0.00 1.41
C -1.07753 -0.97249 -2.51463 0.06 1.50 0.00
F -2.00284 -1.19210 -1.59754 -1.06 -0.20 -0.34
F -1.04908 -1.95368 -3.37741 -1.05 -0.64 -0.98
F -1.17545 0.22381 -3.07134 -3.23 1.38 -2.28
S 0.41725 -0.75239 -1.81414 5.42 -4.59 5.35
H 1.12448 2.44164 -2.39602 -0.61 0.32 -1.06
H 2.28828 1.73979 -3.42301 1.26 0.35 -0.98
H 0.59332 1.32627 -3.87695 0.93 0.43 1.40
```
Forces are in eV/Å.

Net charge ... 0
Energy relative to the best compared isomer or geometry (same formula, charge and spin) ... 1.145 eV
E_HOMO (spin up / spin down) ... -7.24 / -10.60 eV
2S+1 ... 3
⟨S²⟩ ... 2.01
Orbital gap (spin up / spin down) ... 8.10 / 8.93 eV


The following is a quantum chemistry calculation of a molecular structure, C3H4AgO3, from OMol25.

XYZ file:
```
11
Properties=species:S:1:pos:R:3:forces:R:3
H 3.70483 1.20400 0.10330 -0.76 -0.12 0.22
Ag 2.15600 1.11813 0.90159 0.24 0.03 -0.18
O -1.39779 -1.01977 -0.37119 0.65 -0.32 -0.48
C -1.87872 -0.02078 0.37276 -2.06 -0.58 0.80
C 0.04934 -0.93129 -0.38053 0.13 -0.44 0.12
O -3.02708 0.04777 0.73937 1.24 0.13 -0.50
O -0.92645 0.84088 0.69880 1.85 0.91 0.05
C 0.30381 0.53137 -0.07429 -1.70 -0.07 -0.57
H 0.41904 -1.24198 -1.36395 -0.09 0.12 0.25
H 0.41354 -1.63087 0.38626 -0.01 0.24 -0.18
H 0.18350 1.10255 -1.01213 0.51 0.09 0.48
```
Forces are in eV/Å.

Net charge ... 0
Energy relative to the best compared isomer or geometry (same formula, charge and spin) ... 0.991 eV
E_HOMO (spin up / spin down) ... -9.73 / -9.80 eV
2S+1 ... 2
⟨S²⟩ ... 0.77
Orbital gap (spin up / spin down) ... 9.29 / 6.78 eV